Entry 1:
An isolated molecule of C3H4ClFN2 at a distorted geometry. Source: the OMol25 dataset; level of theory: wB97M-V/def2-TZVPD.

Geometry as ORCA input:
```
! wB97M-V def2-TZVPD RIJCOSX def2/J DEFGRID3
* xyz 0 1
H -3.3755 -0.3484 -0.2664
N -2.4577 -0.8476 -0.0895
C -1.6117 0.0787 -0.0493
N -1.8274 1.4685 -0.0273
C -0.1769 -0.2889 0.0456
F 0.0007 -1.6011 0.1127
C 0.8421 0.5998 0.0658
Cl 2.4885 0.1547 -0.0569
H -2.7813 1.7208 0.2218
H -1.2036 2.0717 0.4394
H 0.7230 1.6514 0.0022
*
```

Calculated values
E_HOMO   -0.35164 Eh
SMILES   [H]/N=C(N)/C(F)=C/Cl
Energy relative to the best compared isomer or geometry (same formula, charge and spin)   25.6 kJ/mol
M   122.5 g/mol
Max |F|   2.5 eV Å⁻¹

***

Entry 2:
A cluster of 2 separate species, C8H15N2O in total at a distorted geometry. Source: the OMol25 dataset; level of theory: wB97M-V/def2-TZVPD.

Geometry as ORCA input:
```
! wB97M-V def2-TZVPD RIJCOSX def2/J DEFGRID3
* xyz 1 3
C -3.5947 1.2160 0.9299
C -2.6661 1.1141 -0.0300
C 2.6423 0.8431 0.3142
C 2.6734 -0.3563 -0.4583
C 4.0167 1.4286 0.6638
C -2.5584 0.0986 -1.1209
C -1.2655 -0.8147 -1.1006
C -0.7039 -1.1523 0.3264
N 0.8293 -2.9420 0.5658
N 0.5438 -1.8077 0.2563
O 2.3813 0.7552 -1.1022
H -3.4851 1.9772 1.6142
H -4.5665 0.5739 1.0271
H -1.8743 1.8961 -0.1015
H 1.6858 0.9447 0.9802
H 3.2883 -1.2052 -0.7296
H 4.5791 0.7685 1.3279
H 3.7633 2.4134 1.2174
H 4.4289 1.6780 -0.4220
H -3.3112 -0.6993 -1.0221
H -2.6872 0.7596 -2.1220
H -0.5606 -0.2246 -1.6674
H -1.4241 -1.7393 -1.6815
H -1.5646 -1.8590 0.6844
H -0.7189 -0.1421 0.7718
H 0.1489 -3.5245 0.8784
*
```

Calculated values
E_HOMO (spin up / spin down)   -0.40053 / -0.47494 Eh
Energy relative to the best compared isomer or geometry (same formula, charge and spin)   521.1 kJ/mol
M   155.2 g/mol
Max |F|   6.4 eV Å⁻¹

***

Entry 3:
A structure of composition C57H67O3P2Sr at a distorted geometry. Source: the OMol25 dataset; level of theory: wB97M-V/def2-TZVPD.

Geometry as ORCA input:
```
! wB97M-V def2-TZVPD RIJCOSX def2/J DEFGRID3
* xyz 1 1
Sr -0.2863 -0.0050 0.7154
C 0.1385 2.2198 3.0087
C 1.5250 2.3078 3.0560
C 1.9579 2.8003 1.7564
C 0.8082 3.0124 1.0025
C -0.3708 2.6410 1.7306
C -1.6549 3.4588 1.6296
C -2.7406 2.9042 2.5563
C -1.3446 4.9045 2.0637
C -2.1908 3.4864 0.1941
C 3.3415 3.0493 1.1371
C 3.9437 4.3774 1.6227
C 4.3279 1.9008 1.3943
C 3.2222 3.1717 -0.3954
C 2.2793 1.9622 4.3467
C 1.3236 2.0111 5.5540
C 2.8422 0.5307 4.3170
C 3.3946 2.9702 4.6544
H -0.5127 1.9768 3.8349
H 0.7623 3.4955 0.0357
H -2.4763 3.0495 3.6042
H -2.8962 1.8362 2.3810
H -3.6865 3.4220 2.3818
H -0.9195 4.9122 3.0682
H -2.2543 5.5133 2.0677
H -0.6249 5.3636 1.3854
H -2.4064 2.4692 -0.1565
H -1.4740 3.9476 -0.4890
H -3.1153 4.0666 0.1456
H 4.1415 4.3736 2.6922
H 3.2539 5.1962 1.4125
H 4.8833 4.5741 1.0997
H 4.6254 1.8377 2.4365
H 5.2384 2.0504 0.8079
H 3.8868 0.9461 1.0914
H 2.7656 4.1170 -0.6921
H 2.6221 2.3603 -0.8082
H 4.2198 3.1375 -0.8405
H 0.5753 1.2186 5.5112
H 0.8153 2.9741 5.6165
H 1.8993 1.8652 6.4696
H 2.0161 -0.1833 4.2593
H 3.4014 0.3229 5.2339
H 3.5092 0.3652 3.4745
H 2.9995 3.9863 4.6110
H 4.2299 2.8959 3.9637
H 3.7848 2.7933 5.6586
C 2.5475 -2.0528 2.1052
O 1.1806 -2.3915 1.8723
C 1.0238 -3.7282 1.4011
C 1.2912 -3.8125 -0.0898
O 0.1698 -3.3995 -0.8486
C -0.4027 -4.4321 -1.6288
H 2.9373 -2.6122 2.9594
H 2.5905 -0.9888 2.3299
H 3.1715 -2.2548 1.2290
H -0.0014 -4.0155 1.6077
H 1.6987 -4.3956 1.9462
H 1.6089 -4.8207 -0.3705
H 2.1086 -3.1262 -0.3138
H -0.7442 -5.2657 -1.0054
H 0.3102 -4.8064 -2.3721
H -1.2592 -4.0100 -2.1483
O -1.4571 -1.1444 -2.6241
C -2.8163 -0.9777 -2.8110
C -3.3436 -0.5109 -4.0095
C -4.7154 -0.4225 -4.1602
C -5.5630 -0.7807 -3.1189
C -5.0302 -1.1525 -1.8989
C -3.6491 -1.2365 -1.7231
P -2.8792 -1.4899 -0.0836
C -3.1860 -3.2393 0.3243
C -3.8995 -4.1004 -0.5028
C -4.1123 -5.4166 -0.1177
C -3.6126 -5.8842 1.0883
C -2.8929 -5.0321 1.9148
C -2.6790 -3.7180 1.5315
C -4.1370 -0.6267 0.9452
C -4.5209 0.6593 0.5549
C -5.4231 1.3851 1.3122
C -5.9364 0.8494 2.4853
C -5.5494 -0.4186 2.8882
C -4.6566 -1.1573 2.1228
C -0.7096 -1.8199 -3.5750
C -1.2582 -2.6533 -4.5412
C -0.4347 -3.2419 -5.4869
C 0.9304 -3.0094 -5.4692
C 1.4787 -2.2311 -4.4630
C 0.6740 -1.6471 -3.4911
P 1.2911 -0.6255 -2.0966
C 1.2458 1.0115 -2.9315
C 0.3399 1.9721 -2.4929
C 0.2397 3.1953 -3.1390
C 1.0464 3.4658 -4.2325
C 1.9495 2.5097 -4.6818
C 2.0487 1.2888 -4.0370
C 3.0746 -1.0422 -2.0620
C 3.5018 -2.3708 -2.1328
C 4.8342 -2.6958 -1.9308
C 5.7630 -1.7020 -1.6537
C 5.3506 -0.3799 -1.5889
C 4.0172 -0.0533 -1.7837
H -2.6786 -0.2325 -4.8162
H -5.1245 -0.0752 -5.0996
H -6.6348 -0.7377 -3.2574
H -5.6882 -1.3658 -1.0659
H -4.2940 -3.7450 -1.4458
H -4.6735 -6.0823 -0.7608
H -3.7875 -6.9091 1.3875
H -2.4951 -5.3935 2.8550
H -2.1312 -3.0437 2.1830
H -4.1347 1.0793 -0.3673
H -5.7183 2.3774 0.9968
H -6.6339 1.4230 3.0809
H -5.9471 -0.8412 3.8018
H -4.3923 -2.1585 2.4347
H -2.3203 -2.8471 -4.5643
H -0.8688 -3.8785 -6.2464
H 1.5668 -3.4504 -6.2246
H 2.5497 -2.0872 -4.4346
H -0.2936 1.7704 -1.6331
H -0.4640 3.9390 -2.7868
H 0.9703 4.4224 -4.7322
H 2.5761 2.7164 -5.5399
H 2.7591 0.5505 -4.3879
H 2.7960 -3.1541 -2.3774
H 5.1493 -3.7302 -1.9869
H 6.8013 -1.9623 -1.4971
H 6.0685 0.4035 -1.3822
H 3.7086 0.9820 -1.7363
*
```

Calculated values
E_HOMO   -0.32879 Eh
Energy relative to the best compared isomer or geometry (same formula, charge and spin)   140.0 kJ/mol
M   949.7 g/mol
Max |F|   1.2 eV Å⁻¹

***

Entry 4:
A cluster of 18 separate species, C73H192N10O33 in total at a distorted geometry. Source: the OMol25 dataset; level of theory: wB97M-V/def2-TZVPD.

Geometry as ORCA input:
```
! wB97M-V def2-TZVPD RIJCOSX def2/J DEFGRID3
* xyz 0 1
C -6.9823 -17.3976 -36.2419
C -7.7432 -16.7927 -35.1243
O -8.6438 -15.8539 -35.5540
O -7.8990 -18.1706 -37.0048
H -6.1805 -18.0838 -35.9514
H -6.5593 -16.5894 -36.8069
H -7.1120 -16.2950 -34.3487
H -8.3406 -17.5589 -34.6504
H -9.1908 -16.2196 -36.2425
H -8.2860 -17.7420 -37.8373
C -2.9564 -11.8705 -40.1102
C -3.2913 -11.4562 -38.7319
O -4.5917 -10.8611 -38.6051
O -3.9097 -12.8057 -40.4592
H -1.9242 -12.1426 -40.0979
H -3.1542 -10.9846 -40.6877
H -2.6725 -10.6689 -38.3166
H -3.2378 -12.3084 -38.0278
H -5.1063 -11.1314 -39.3581
H -3.6175 -13.6386 -40.0044
C -17.0996 -10.6736 -32.3993
C -17.1295 -9.4771 -31.4925
O -16.2204 -8.4513 -31.9709
O -17.5049 -10.2845 -33.7161
H -17.7769 -11.3901 -31.9706
H -16.0065 -11.0254 -32.3889
H -16.8204 -9.8746 -30.5177
H -18.1639 -9.1307 -31.3238
H -15.3128 -8.7853 -31.7002
H -17.7272 -11.0687 -34.2027
C -11.9415 -15.8918 -31.2380
C -10.8111 -15.2985 -31.9789
O -9.9403 -16.3132 -32.4035
O -12.8726 -16.3999 -32.2566
H -12.4881 -15.1551 -30.6087
H -11.7105 -16.6898 -30.5787
H -10.2575 -14.6270 -31.3521
H -11.1731 -14.6650 -32.7427
H -9.6293 -16.1364 -33.2940
H -13.4432 -17.0830 -31.8985
C -12.7825 -9.8182 -38.2833
C -14.0745 -10.5848 -38.5924
O -13.8782 -11.9438 -38.3470
O -12.3787 -9.9713 -36.9694
H -13.0412 -8.7443 -38.4713
H -12.0517 -10.1454 -39.0271
H -14.4035 -10.4409 -39.6424
H -14.8550 -10.1500 -37.9747
H -13.8853 -12.1154 -37.3815
H -11.8676 -10.8200 -36.9039
C 0.0607 -15.1376 -40.8578
O -1.3243 -15.0905 -40.4786
C -1.9164 -16.3147 -40.1081
C -3.4601 -16.2739 -40.0951
N -3.8329 -15.2675 -39.1403
C -5.2628 -15.1800 -38.7212
C -5.5371 -14.1118 -37.7342
O -4.6442 -14.1574 -36.6590
C -5.0002 -13.3584 -35.5328
H 0.2306 -16.0808 -41.4369
H 0.6167 -15.1474 -39.9069
H 0.3239 -14.2757 -41.4345
H -1.5528 -16.5823 -39.0667
H -1.6031 -17.1395 -40.7633
H -3.7542 -17.2631 -39.7476
H -3.8659 -16.0231 -41.0788
H -3.2924 -15.1762 -38.2627
H -5.5485 -16.1149 -38.2746
H -5.8454 -14.9995 -39.6222
H -6.5797 -14.1524 -37.3822
H -5.4563 -13.1454 -38.3262
H -5.7224 -13.8000 -34.8393
H -5.3610 -12.3499 -35.7495
H -4.0654 -13.3176 -35.0138
C -11.5511 -17.1902 -36.0263
O -10.9661 -16.4876 -37.1308
C -11.1283 -17.0747 -38.3970
C -10.2738 -16.2365 -39.3626
N -8.9210 -16.7549 -39.5143
C -8.7413 -17.6352 -40.6658
C -7.2517 -18.1098 -40.8464
O -6.4430 -17.0168 -41.3088
C -6.7152 -16.6575 -42.6329
H -11.5159 -16.4245 -35.2435
H -10.8819 -18.0168 -35.8818
H -12.5311 -17.4720 -36.3128
H -12.2368 -17.1687 -38.5869
H -10.6669 -18.0591 -38.4770
H -10.3099 -15.1940 -38.9960
H -10.7106 -16.1123 -40.3467
H -8.3595 -15.9265 -39.6526
H -8.9804 -17.0807 -41.6749
H -9.4242 -18.4273 -40.4777
H -7.2404 -18.9374 -41.5885
H -6.9144 -18.4433 -39.8734
H -7.6593 -16.0448 -42.7139
H -6.8177 -17.6228 -43.1946
H -5.8155 -16.0842 -42.9836
C 2.0820 -12.2616 -33.7409
O 0.7258 -12.3580 -34.0862
C 0.5213 -12.7250 -35.4104
C -0.9629 -12.4916 -35.7191
N -1.2009 -11.0575 -35.4364
C -2.6108 -10.7206 -35.2566
C -2.7645 -9.4412 -34.5792
O -4.0893 -9.2794 -34.1096
C -4.3541 -7.9876 -33.4902
H 2.5010 -11.4242 -34.4023
H 2.6453 -13.1354 -34.0201
H 2.2965 -12.0093 -32.7357
H 0.8083 -13.7586 -35.6038
H 1.1041 -12.0634 -36.0754
H -1.5674 -12.9757 -34.9695
H -1.2891 -12.7333 -36.7280
H -0.6795 -10.7226 -34.5877
H -3.1400 -11.3750 -34.5563
H -3.1039 -10.7741 -36.2038
H -2.5008 -8.5926 -35.2630
H -2.0992 -9.5068 -33.6720
H -5.2975 -8.0393 -32.9235
H -4.5415 -7.2511 -34.3014
H -3.5007 -7.8161 -32.8293
C -8.4846 -4.0025 -35.4995
O -8.9412 -5.2071 -36.1427
C -8.8972 -6.2947 -35.2372
C -9.2823 -7.5362 -35.9790
N -9.0272 -8.7511 -35.1925
C -9.8624 -8.9852 -33.9787
C -9.3654 -10.2201 -33.2838
O -9.4233 -11.3295 -34.2348
C -8.7281 -12.4791 -33.7643
H -9.2398 -3.5303 -34.9274
H -8.1812 -3.3566 -36.3370
H -7.5840 -4.1463 -34.8669
H -9.6109 -6.1992 -34.4133
H -7.8780 -6.4636 -34.8499
H -8.6441 -7.5651 -36.8780
H -10.2903 -7.5470 -36.4286
H -8.9752 -9.6257 -35.6815
H -10.9852 -9.0720 -34.1471
H -9.8482 -8.1005 -33.3736
H -9.8899 -10.3675 -32.3736
H -8.3009 -10.0755 -33.0593
H -7.6941 -12.2052 -33.5349
H -8.6468 -13.2474 -34.5755
H -9.1135 -13.0233 -32.8432
C -11.9387 -13.5977 -40.9777
O -10.5871 -13.1707 -41.2950
C -10.2290 -13.7732 -42.5307
C -8.7764 -13.2824 -42.8152
N -7.9509 -13.6362 -41.6361
C -6.6147 -13.0670 -41.6468
C -6.5285 -11.5349 -41.8099
O -6.8354 -11.0011 -40.5363
C -6.9137 -9.5849 -40.4327
H -12.5704 -13.5958 -41.8680
H -12.2743 -12.9083 -40.2749
H -11.8980 -14.5688 -40.4688
H -10.8647 -13.4944 -43.3612
H -10.1740 -14.8607 -42.4584
H -8.8173 -12.2896 -42.9994
H -8.3653 -13.8185 -43.6562
H -8.3814 -13.1602 -40.8647
H -6.0852 -13.5873 -42.4846
H -6.1536 -13.4535 -40.7746
H -7.1607 -11.0069 -42.5528
H -5.5021 -11.2302 -42.0496
H -7.3817 -9.4500 -39.5028
H -7.3814 -9.1537 -41.3073
H -5.9327 -9.0809 -40.3555
C -5.4977 -5.5487 -43.1219
O -6.0117 -6.7445 -43.7090
C -6.7011 -6.6002 -44.8875
C -7.4438 -7.8982 -45.1955
N -8.6039 -8.0490 -44.3882
C -9.6033 -8.9961 -44.8511
C -10.4693 -9.4290 -43.7098
O -10.9760 -8.3193 -43.0656
C -11.8358 -8.7355 -41.9937
H -5.0463 -4.9082 -43.8572
H -4.7682 -5.7619 -42.2604
H -6.2809 -4.9585 -42.6320
H -5.9214 -6.3349 -45.6590
H -7.4417 -5.7787 -44.7186
H -6.7330 -8.6917 -45.0873
H -7.7320 -7.8765 -46.2818
H -8.9618 -7.1849 -44.1099
H -9.0589 -9.9300 -45.1784
H -10.1820 -8.6033 -45.6705
H -9.7707 -10.0074 -43.0763
H -11.3233 -10.0986 -43.9710
H -12.8223 -8.9640 -42.4400
H -11.9330 -7.9801 -41.2602
H -11.4411 -9.5911 -41.4698
C -16.9131 -13.4620 -38.6355
O -18.1514 -13.5836 -37.7878
C -17.9215 -14.2419 -36.5460
C -19.1950 -14.1758 -35.7393
N -19.3777 -12.8925 -35.0483
C -19.7904 -11.7924 -35.8703
C -21.1510 -11.9811 -36.5665
O -21.9646 -12.4026 -35.5011
C -23.3108 -12.3522 -35.8410
H -16.3401 -12.5616 -38.3980
H -17.1818 -13.3718 -39.6771
H -16.2235 -14.2905 -38.5444
H -17.1243 -13.7888 -35.9668
H -17.6473 -15.2662 -36.6836
H -19.1257 -14.8981 -34.9326
H -20.0411 -14.5622 -36.3150
H -19.9603 -13.0435 -34.2537
H -19.0690 -11.4919 -36.6488
H -19.9590 -10.8363 -35.3262
H -21.0761 -12.7159 -37.4220
H -21.4710 -11.0776 -37.0578
H -23.5302 -12.9987 -36.6908
H -23.6149 -11.2867 -35.9343
H -23.8833 -12.7351 -34.9452
C -20.8460 -11.7175 -27.9659
O -20.7077 -12.7066 -28.9861
C -19.3919 -12.7153 -29.5438
C -19.5093 -13.3346 -30.9418
N -18.2978 -14.0717 -31.1908
C -18.2505 -14.6988 -32.5334
C -17.1409 -15.7004 -32.6369
O -17.0111 -16.2286 -33.9094
C -15.7479 -16.4392 -34.3892
H -20.7172 -10.7798 -28.5018
H -20.0407 -11.7622 -27.1695
H -21.7667 -11.7865 -27.3578
H -18.6983 -13.2686 -28.9229
H -18.9153 -11.7848 -29.7668
H -19.5984 -12.5778 -31.7498
H -20.4143 -13.9167 -30.9844
H -18.3004 -14.7937 -30.5015
H -18.2079 -13.9945 -33.3454
H -19.2429 -15.1093 -32.7461
H -17.3041 -16.5223 -31.8550
H -16.1539 -15.1907 -32.3627
H -15.2328 -17.2963 -33.9033
H -15.0234 -15.6052 -34.1140
H -15.8184 -16.5166 -35.4740
C -7.4822 -11.2282 -37.1410
O -8.6011 -10.5515 -37.7214
C -9.4225 -11.4189 -38.4508
C -9.9811 -12.6279 -37.7285
N -10.7382 -12.3268 -36.5629
C -11.3800 -13.5492 -35.9850
C -12.3041 -13.3075 -34.7746
O -13.3082 -12.4137 -35.2444
C -14.3347 -12.2368 -34.2475
H -6.8765 -11.6282 -37.9794
H -7.6731 -11.9683 -36.3213
H -6.9888 -10.4397 -36.6145
H -8.9035 -11.7869 -39.3511
H -10.2321 -10.8073 -38.7881
H -9.2240 -13.3944 -37.4515
H -10.6533 -13.0237 -38.4631
H -10.2016 -11.8408 -35.8625
H -10.5919 -14.3772 -35.7915
H -12.0739 -14.0306 -36.7588
H -11.8511 -12.8089 -33.8966
H -12.7643 -14.2658 -34.5222
H -13.8947 -11.8738 -33.2983
H -14.7759 -13.2569 -34.1229
H -15.1128 -11.5647 -34.6303
C -14.0578 -5.9747 -39.3198
O -12.7545 -6.4059 -39.5663
C -11.8087 -5.9356 -38.6065
C -10.5116 -6.3697 -39.1258
N -10.2152 -5.9524 -40.4349
C -9.0087 -6.5475 -41.0084
C -7.7576 -5.9197 -40.3982
O -7.7576 -4.4961 -40.5549
C -6.9851 -3.7212 -39.6658
H -14.7487 -6.5487 -39.9165
H -14.2289 -4.9301 -39.4451
H -14.3137 -6.1562 -38.3076
H -11.9243 -6.2880 -37.5556
H -11.9503 -4.7973 -38.6907
H -10.4550 -7.4776 -38.9360
H -9.7258 -5.8916 -38.5161
H -11.0018 -6.1700 -41.0503
H -9.0712 -6.3558 -42.1264
H -8.9267 -7.6434 -40.8449
H -6.9433 -6.2800 -41.0428
H -7.5783 -6.1396 -39.3706
H -5.9525 -4.0917 -39.5528
H -7.3477 -3.8462 -38.6292
H -6.9529 -2.7325 -40.1619
C -5.2672 -7.6062 -37.5212
O -4.1738 -8.5049 -37.4847
H -4.9518 -6.7421 -36.9363
H -5.5531 -7.1153 -38.5003
H -6.1615 -7.9354 -37.0017
H -4.5484 -9.3125 -37.9281
C -12.5779 -9.3064 -31.0914
O -13.6573 -9.5034 -32.0004
H -11.6026 -9.0822 -31.5874
H -12.7467 -8.5116 -30.3129
H -12.3988 -10.1214 -30.3778
H -13.3720 -9.4615 -32.9392
C -14.6723 -8.6543 -34.9931
O -13.3534 -9.1239 -34.6162
H -14.8382 -8.8492 -36.0742
H -15.3681 -9.2780 -34.4097
H -14.8479 -7.5938 -34.7678
H -12.9564 -9.5633 -35.3560
*
```

Calculated values
E_HOMO   -0.30240 Eh
M   1738.4 g/mol
Max |F|   4.2 eV Å⁻¹